{
  "formula": "C84H185N11O11",
  "method": "wB97M-V/def2-TZVPD",
  "elements": ["O", "O", "O", "O", "O", "O", "O", "O", "O", "O", "O", "N", "N", "N", "N", "N", "N", "N", "N", "N", "N", "N", "C", "C", "C", "C", "C", "C", "C", "C", "C", "C", "C", "C", "C", "C", "C", "C", "C", "C", "C", "C", "C", "C", "C", "C", "C", "C", "C", "C", "C", "C", "C", "C", "C", "C", "C", "C", "C", "C", "C", "C", "C", "C", "C", "C", "C", "C", "C", "C", "C", "C", "C", "C", "C", "C", "C", "C", "C", "C", "C", "C", "C", "C", "C", "C", "C", "C", "C", "C", "C", "C", "C", "C", "C", "C", "C", "C", "C", "C", "C", "C", "C", "C", "C", "C", "H", "H", "H", "H", "H", "H", "H", "H", "H", "H", "H", "H", "H", "H", "H", "H", "H", "H", "H", "H", "H", "H", "H", "H", "H", "H", "H", "H", "H", "H", "H", "H", "H", "H", "H", "H", "H", "H", "H", "H", "H", "H", "H", "H", "H", "H", "H", "H", "H", "H", "H", "H", "H", "H", "H", "H", "H", "H", "H", "H", "H", "H", "H", "H", "H", "H", "H", "H", "H", "H", "H", "H", "H", "H", "H", "H", "H", "H", "H", "H", "H", "H", "H", "H", "H", "H", "H", "H", "H", "H", "H", "H", "H", "H", "H", "H", "H", "H", "H", "H", "H", "H", "H", "H", "H", "H", "H", "H", "H", "H", "H", "H", "H", "H", "H", "H", "H", "H", "H", "H", "H", "H", "H", "H", "H", "H", "H", "H", "H", "H", "H", "H", "H", "H", "H", "H", "H", "H", "H", "H", "H", "H", "H", "H", "H", "H", "H", "H", "H", "H", "H", "H", "H", "H", "H", "H", "H", "H", "H", "H", "H", "H", "H", "H", "H", "H", "H", "H", "H", "H", "H", "H", "H", "H", "H", "H", "H", "H", "H", "H", "H", "H", "H", "H", "H"],
  "xyz": [[0.3285, 1.0240, 2.2107], [0.9663, -2.9801, 4.8097], [-6.1298, -1.4026, 3.9850], [7.1665, 2.0516, -1.9741], [-0.0987, 4.1735, 6.8857], [-1.5640, -8.0157, -0.4696], [2.6784, 6.7942, 0.2189], [-4.1709, -2.3758, -5.6265], [6.6157, -5.2045, 1.7799], [-5.8640, 3.0472, 1.8185], [3.2585, 5.2717, 2.4848], [-4.2836, -0.9794, -5.4236], [-5.8123, 2.2443, 0.6705], [2.3310, 0.1075, 6.2521], [-6.1237, -2.6254, 3.2655], [5.9419, -4.9789, 0.5562], [5.5846, 5.8198, 0.5374], [-1.4566, 2.5398, 3.8592], [-0.8601, -7.4454, 0.6242], [0.3037, 0.9517, 0.8148], [1.5163, 6.4817, -0.5290], [7.0703, 1.8668, -3.3607], [-5.4856, -4.4430, 1.1448], [2.9194, 5.1516, -2.0527], [-3.4908, 1.6962, 1.0656], [-1.3632, -7.9971, 1.9173], [0.8181, 3.2847, 0.6016], [-4.4412, 1.2020, -1.1060], [0.1620, -0.4241, 0.3359], [7.5680, 0.5578, -3.7775], [-4.4843, 2.2463, 0.0410], [1.0138, 1.8138, -1.3695], [6.3847, 1.0014, -6.0116], [-4.0135, 3.5848, -0.5167], [0.5001, 8.8044, -0.2825], [-0.9448, -9.4594, 1.9750], [3.6420, -4.4211, -1.0590], [6.2009, 3.5036, 0.9756], [-0.5963, -7.3144, 3.0625], [1.0084, 0.4073, -1.9394], [-6.7250, -1.0401, -5.6556], [4.0692, -6.4513, 1.3127], [0.1623, -5.4455, 1.6467], [4.5764, 1.7872, -3.3913], [1.3156, -1.3658, 0.7353], [-4.7812, -3.2353, 3.2817], [0.0549, -0.5291, -1.2014], [-5.4226, -0.4438, -6.2260], [-2.9707, -0.3198, -5.4611], [5.0733, -6.1001, 0.2154], [-0.4895, -5.7956, 3.0106], [-1.2046, 3.6315, 4.7943], [-3.1264, 1.1859, -5.2194], [-4.8640, -4.5469, 2.5354], [-8.0684, 1.5020, 0.9075], [5.9402, 2.3504, -5.4664], [-4.1537, 1.8135, -6.1520], [-5.3348, -0.8001, -7.7159], [5.5300, -3.5769, 0.3823], [4.2682, -5.7906, -1.0652], [-2.1163, -0.9024, -4.3221], [-2.2315, -0.5018, -6.7877], [1.4441, -2.0737, 5.7728], [4.7011, -3.3616, -0.8949], [-5.4803, 1.0691, -5.9622], [5.8488, 2.4620, -3.9679], [4.7441, -3.0293, 1.5909], [-0.5536, -6.0321, 0.4256], [-3.6400, -2.3854, 2.7447], [-7.0642, 2.1532, -0.0935], [-6.9636, 1.1337, -1.2457], [5.8867, -7.3474, -0.1819], [-6.8110, -2.4249, 1.9726], [5.8899, 3.9456, -3.5601], [6.7701, -0.6754, -3.3453], [-1.1062, -1.0334, 0.9107], [9.0004, 0.3656, -3.2865], [-0.1958, 3.2073, 5.8516], [-6.1758, -1.3579, 1.0628], [-0.6176, 6.6150, -2.4672], [-2.8579, -7.7414, 2.0468], [-7.5811, 3.5093, -0.5764], [-0.8894, 6.8395, -0.9711], [-5.6536, 1.2239, -2.0557], [5.0989, 4.5409, 1.0924], [6.8207, -2.7383, 0.2742], [-4.4867, -3.6059, 4.7451], [2.7330, 1.7302, 0.4703], [0.3337, 7.2799, -0.1551], [7.6995, 0.5576, -5.3189], [-2.5230, 4.1751, 5.3360], [2.3675, 7.5763, -2.6172], [2.5428, 5.0481, 3.6704], [-6.8449, -3.7572, 1.2121], [3.1370, -1.0170, 4.2283], [0.8225, 3.6628, 7.8239], [0.6258, 5.7579, -2.6300], [-8.2450, -1.9969, 2.2544], [0.4863, -5.9871, -0.7323], [1.9094, 6.2761, -1.9358], [0.1171, 6.8472, 1.3062], [4.5389, 4.6377, 2.4765], [-1.7350, -5.1492, -0.0017], [1.9309, -0.7561, 5.1104], [-0.3954, -2.8008, 4.4945], [1.2209, 1.8643, 0.1509], [4.4070, 0.7720, -3.7429], [-3.4916, 2.3517, 1.9373], [-3.6138, -1.4073, 3.2326], [1.5026, 4.1099, 0.4074], [3.4116, -5.6138, 1.5621], [2.9925, 2.2708, 1.3811], [0.9021, -4.9884, -0.8506], [-2.0341, -0.5931, 0.5341], [-7.7218, 1.2814, -2.0189], [-5.2167, -1.5759, 0.5997], [0.7928, 3.3421, 1.6970], [6.9200, 4.3051, -3.6397], [-1.2564, -9.9640, 2.8893], [4.6841, 1.7670, -2.3048], [1.2688, -6.7290, -0.5808], [6.6070, -1.7061, -0.0054], [-1.0174, -2.9326, 5.3936], [4.7885, -5.9920, -2.0064], [6.7309, -0.7649, -2.2589], [-0.5367, 2.2226, 6.2022], [-2.8243, -0.0984, -7.6116], [0.1174, -5.3331, 3.7867], [6.6678, 1.0951, -7.0608], [-0.0478, -6.2852, -1.6371], [-3.2491, -8.1632, 2.9742], [-3.4537, 1.3488, -4.1870], [-3.0558, -6.6788, 1.9422], [-7.1491, -3.6517, 0.1683], [-5.3789, -4.0080, 5.2273], [3.6644, 2.3453, -3.6198], [0.7793, 3.0207, 5.3911], [0.6858, -1.8725, 6.5333], [2.7322, 4.2935, -1.4068], [-4.2272, 2.8694, -5.8857], [-5.8532, 2.4006, 2.5344], [1.1121, -0.2637, 4.5815], [-8.3271, 2.2587, 1.6471], [-0.6614, -1.7546, 4.2862], [6.2895, -7.7602, 0.7432], [-5.8785, 1.3941, -4.9967], [2.9433, -4.3573, -0.2210], [-7.2840, 4.3016, 0.1154], [-4.8728, 4.0191, -1.0334], [-0.5782, 7.5790, -2.9811], [-1.6565, 7.6133, -0.9140], [7.5425, -3.1405, -0.4394], [7.8662, -0.4421, -5.7246], [-1.4433, -4.0928, -0.0027], [-6.2345, 1.5219, -6.6179], [3.0377, 8.1669, -1.9964], [-5.6550, 2.0957, -2.7216], [1.0490, -2.4054, 0.5409], [-2.6869, -0.8689, -3.3892], [4.8035, 6.4477, 0.3773], [-7.5342, -0.4019, -6.0158], [3.4648, -6.5308, -1.1048], [0.4970, 9.1254, -1.3246], [-4.6058, -1.5773, -7.9326], [-3.6826, -4.3378, 4.8463], [1.4682, -1.2205, 1.8086], [6.7844, 3.5306, 0.0545], [2.3589, -2.4684, 6.2223], [-0.8853, 7.0063, 1.7254], [7.3077, -2.7256, 1.2531], [5.2119, 5.1911, 3.1455], [5.9233, 5.6006, -0.3940], [-2.5011, 1.6107, 0.6134], [5.2400, -3.2377, 2.5422], [-0.3399, 9.3048, 0.2048], [-1.1763, -0.9412, 1.9958], [-3.6436, 1.3771, -1.8304], [-2.0632, -5.2995, -1.0301], [2.4978, 1.0542, 5.9127], [-3.2123, 3.4815, -1.2497], [5.7333, -0.6584, -3.6780], [1.4939, 8.1595, -2.9014], [-8.2799, -1.0180, 2.7408], [2.2604, -1.1976, 0.2160], [-1.2890, 5.9078, -0.5646], [3.0645, 0.6926, 0.5860], [4.2881, 4.2814, 0.3931], [0.3003, -1.5311, -1.5610], [2.9332, -1.7461, 3.4394], [3.1148, -4.1839, -1.9870], [0.7811, 0.3925, -3.0075], [2.9966, 4.7471, -3.0682], [0.1225, -9.5834, 1.7810], [1.8284, 2.3853, -1.8171], [-6.3171, -0.9625, -8.1601], [-1.1211, -2.0864, 0.6206], [-1.3849, 0.1926, -6.7973], [-0.2005, 3.4806, 0.2591], [-1.1560, -0.3938, -4.2555], [1.4928, 5.2906, 3.5226], [4.9495, 2.5395, -5.8924], [-0.9865, -8.7534, -0.6926], [0.1892, 5.7797, 1.5237], [3.4312, 2.0448, -0.3107], [-5.5489, 0.4390, -2.8118], [-2.4605, 5.1871, 5.7477], [0.8857, 4.3032, 8.7092], [-3.8218, 0.7275, 1.4481], [1.4134, 9.2243, 0.1409], [9.5281, -0.4436, -3.7927], [6.6421, -7.0516, -0.9128], [-7.0558, 0.1055, -0.8935], [5.6622, 4.1155, -2.5076], [4.5184, -6.6875, 2.2814], [-2.6791, -2.7964, 3.0734], [-4.7692, -3.8544, 0.5602], [-1.4483, 6.1032, -2.9590], [0.5755, 2.6884, 8.2547], [2.0384, 0.0423, -1.8511], [-1.8928, -1.4948, -7.0749], [-3.9240, -5.0871, 2.3998], [-7.6922, 0.5757, 1.3377], [-6.1361, -0.4328, 1.6455], [-1.8048, 1.6903, 4.2994], [0.3986, 4.7300, -2.3400], [7.7952, 2.7755, -1.8730], [-6.4338, -1.6734, 4.8579], [5.2758, 4.5500, -4.2262], [5.5743, 0.2822, -5.8787], [-4.1429, -2.7573, 5.3452], [0.1113, 2.3746, -1.6335], [-4.5433, -2.7266, -4.8105], [4.4677, 3.6524, 2.9536], [3.8653, -1.5369, 4.8606], [-6.9061, -2.0637, -5.9758], [-1.0465, -7.6684, 3.9947], [-1.3513, -10.0681, 1.1576], [-0.4353, 1.5750, 2.4529], [0.9424, 5.7067, -3.6786], [3.7555, -3.4801, 1.6963], [-0.7753, 4.4804, 4.2487], [-0.9791, -0.3727, -1.5241], [3.9690, 5.4198, -1.9031], [9.0058, 0.0636, -2.2367], [-2.2380, 2.8121, 3.2748], [-3.3000, 4.3204, 4.5817], [-1.4788, -5.3212, 2.9846], [5.8731, 2.4704, 1.1061], [-0.6511, -3.4819, 3.6920], [2.8673, 7.3202, -3.5557], [-3.6582, 4.2688, 0.2564], [0.8115, 7.4008, 1.9400], [5.3087, -8.0679, -0.7614], [5.3559, -3.3098, -1.7701], [4.3006, -2.3531, -0.7600], [-6.8480, -1.1271, 0.2310], [-6.6931, -0.9540, -4.5680], [3.2922, -0.1646, 6.4612], [1.8556, 3.6470, 7.4608], [-4.9652, 0.0375, -8.3229], [3.3991, -7.2792, 1.0706], [9.5143, 1.3057, -3.4957], [-7.5436, -4.4493, 1.6919], [-5.5467, -5.2355, 3.0509], [-5.5911, -5.4450, 0.7287], [-2.2177, 1.7742, -5.3637], [-4.3781, 0.2246, -0.6257], [2.6438, 4.0508, 4.1111], [-3.8035, 1.7576, -7.1844], [8.5226, 1.1971, -5.6403], [-8.9590, 1.1958, 0.3516], [-8.7460, -2.6376, 2.9828], [0.1653, -4.3559, 1.6485], [-2.5531, -5.2277, 0.7131], [3.5516, -0.1188, 3.7726], [-1.9451, -1.9747, -4.4418], [2.8652, 5.6900, 4.5012], [7.2563, -1.5439, -3.7905], [0.4446, -7.6510, 3.1041], [1.1190, -5.9700, 1.6910], [-2.8897, 3.5172, 6.1296], [-3.3788, -8.2476, 1.2321], [6.6398, 3.0550, -5.9273], [-8.8248, -1.9216, 1.3353], [-3.5840, -2.3235, 1.6616], [-7.2172, 3.8186, -1.5567], [-8.6729, 3.5221, -0.5553], [2.7898, 6.0310, 0.8179], [6.9756, 3.6493, 1.7381], [4.6665, -1.9403, 1.5748], [7.4930, -4.8465, 1.6030]],
  "forces_ev_per_angstrom": [[0.56, -0.34, 0.11], [0.03, -0.45, -0.21], [0.35, 0.14, 0.00], [-0.52, -0.20, 0.34], [0.29, -1.11, -0.10], [0.07, 0.27, 0.15], [-0.26, 0.30, 0.18], [0.15, 0.05, -0.14], [-0.24, 0.16, 0.15], [-0.22, 0.32, -0.15], [0.20, -0.67, -0.20], [-0.86, 0.98, 0.63], [0.98, -1.57, -1.20], [0.42, 0.31, -0.35], [-0.39, -0.68, -0.46], [0.19, -0.15, -1.55], [0.45, 0.14, 0.48], [0.02, -0.37, -0.52], [0.74, -0.55, 1.19], [-0.83, -0.05, -1.56], [0.36, -1.14, -0.96], [0.79, 0.20, -1.50], [0.53, 0.72, 0.54], [1.25, -0.38, -0.28], [-0.29, 0.44, 0.37], [0.72, 1.01, -0.46], [-0.28, -0.17, 1.06], [-1.31, 0.26, -0.89], [0.35, -1.10, -0.40], [0.48, -0.90, -0.81], [0.61, -0.73, -0.37], [-0.27, 0.08, -0.20], [0.93, 0.14, 0.72], [-0.47, 0.46, -0.01], [-0.06, 0.27, -0.03], [-0.35, -0.88, -0.97], [-0.07, 0.69, -0.15], [0.86, -0.39, 0.74], [0.36, 0.34, 0.80], [0.27, 0.03, 0.24], [0.35, 0.53, -0.02], [-0.45, 0.25, 1.05], [-0.71, -1.17, 1.43], [-0.01, 0.40, -0.01], [0.17, 0.27, 0.75], [0.40, -0.29, 0.59], [-0.01, 0.75, -0.41], [0.25, -0.32, 0.73], [0.99, -0.63, -0.20], [-0.66, -0.59, -0.94], [-0.77, -0.17, -1.71], [-0.41, 1.14, -0.27], [-0.71, 0.35, -0.08], [-1.26, -1.25, -0.91], [-0.30, 0.70, -0.81], [-0.05, -0.26, -1.39], [-0.14, -0.59, 0.30], [0.43, 1.22, -0.82], [0.31, 0.50, 0.62], [-0.73, -0.05, -0.18], [-0.62, -0.59, 0.00], [0.17, 1.00, -0.80], [0.44, 0.95, -0.90], [0.70, 0.09, 0.59], [-0.22, 1.36, -0.77], [0.16, -0.28, 1.64], [0.01, -0.18, 0.57], [0.46, 0.60, -1.21], [0.75, 0.22, 0.55], [-0.57, -0.66, 0.79], [1.21, 0.01, -1.38], [0.30, 0.59, 0.33], [0.20, -0.17, -0.81], [0.51, -0.04, -0.04], [-0.43, 0.18, 0.08], [-0.56, -0.11, 0.18], [-0.04, 0.13, 0.52], [-0.77, -0.15, -0.51], [-0.52, 0.52, 0.29], [0.17, 0.05, 0.30], [-0.08, -0.79, -0.24], [-0.18, 0.46, 0.42], [-0.09, -0.33, -0.87], [-0.13, 0.14, 0.66], [-0.26, 0.20, -1.91], [0.07, -0.18, 0.34], [0.24, 0.39, 0.51], [0.48, -1.07, 0.28], [0.38, -0.41, 0.59], [-1.73, 0.07, -0.26], [-0.24, 0.40, 0.95], [0.01, -0.57, -0.49], [-0.19, 0.55, 1.09], [0.54, -0.72, 0.02], [-0.30, -0.94, -0.28], [0.63, 0.66, 1.37], [0.60, 0.33, -0.98], [-0.21, 0.60, 0.68], [-0.93, -0.33, -0.03], [-1.44, 0.31, 0.52], [-0.67, 0.60, 1.06], [0.13, 0.25, 1.05], [0.00, 0.55, 0.27], [-0.11, 0.15, 0.91], [-0.20, 0.93, 1.05], [0.84, 1.45, 0.01], [0.15, 0.01, -0.09], [0.30, 0.17, -0.13], [-0.42, 0.22, -0.41], [-0.01, -0.22, -0.91], [0.03, 0.11, -0.29], [-0.02, -0.08, 0.07], [0.00, 0.01, -0.06], [0.26, 0.17, -0.24], [-0.61, 0.19, 0.59], [0.11, -0.21, 0.33], [-0.16, -0.40, 0.04], [0.02, -0.06, -0.40], [0.17, 0.17, 0.16], [-0.06, -0.09, 0.01], [0.14, 0.15, 0.25], [-0.10, 0.02, 0.07], [-0.02, -0.80, -0.06], [0.60, 0.35, 0.25], [0.18, -0.07, 0.03], [0.04, 0.06, 0.56], [-0.17, -0.31, 0.00], [-0.10, -0.40, 0.25], [-0.62, -0.04, -0.18], [0.18, 0.19, -0.17], [-0.04, 0.30, 0.13], [0.01, -0.05, 0.05], [-0.10, -0.16, 0.34], [-0.45, 0.49, 0.17], [-0.02, -0.10, -0.10], [0.10, 0.17, -0.06], [0.10, 0.15, -0.10], [0.08, 0.05, 0.10], [-0.31, 0.19, 0.14], [-0.30, 0.02, -0.15], [-0.09, 0.11, 0.07], [0.05, -0.02, -0.12], [-0.18, -0.30, 0.27], [0.43, -0.01, -0.78], [0.36, -0.40, -0.38], [0.19, -0.84, 0.40], [-0.15, 0.08, -0.14], [0.09, -0.13, 0.11], [0.19, 0.33, -0.01], [0.41, 0.00, -0.01], [-0.07, -0.07, 0.44], [-0.22, -0.14, -0.14], [0.47, -0.14, 0.49], [0.22, -0.08, 0.19], [0.08, -0.32, -0.37], [0.01, -0.05, 0.06], [0.07, 0.45, 0.50], [-0.11, -0.02, 0.09], [0.19, 0.54, 0.12], [-0.02, 0.06, 0.12], [-0.18, -0.20, -0.02], [-0.01, -0.05, 0.17], [-0.14, -0.12, -0.03], [-0.49, -0.48, 0.21], [-0.06, -0.12, -0.33], [0.25, -0.29, -0.02], [-0.52, 0.23, -0.27], [-0.29, -0.48, 0.22], [-0.09, 0.78, -0.48], [0.06, 0.20, -0.02], [0.13, 0.21, -0.23], [0.15, 0.14, 0.03], [0.10, 0.08, 0.23], [0.24, -0.23, -0.17], [-0.02, -0.05, 0.04], [0.30, -0.21, 0.00], [0.80, -0.10, 0.85], [-0.22, -0.57, 0.16], [-0.42, 0.01, -0.06], [0.08, -0.18, 0.08], [0.08, -0.05, -0.17], [0.11, 0.20, 0.12], [0.17, 0.06, -0.23], [-0.09, 0.24, -0.05], [0.01, 0.02, 0.16], [-0.34, -0.04, 0.37], [-0.23, -0.72, 0.53], [-0.10, -0.24, 0.49], [-0.20, 0.19, -0.08], [-0.29, -0.37, 0.09], [-0.01, 0.15, -0.01], [-0.59, 0.14, -0.12], [0.14, 0.36, 0.59], [0.01, -0.02, -0.04], [0.00, -0.56, 0.20], [-0.10, -0.01, 0.22], [0.32, -0.38, 0.19], [0.10, 0.32, -0.15], [-0.05, 0.08, 0.16], [-0.03, -0.17, -0.29], [0.02, 0.37, 0.13], [-0.12, 0.03, -0.29], [0.67, -0.10, -0.67], [-0.47, 0.60, -0.19], [-0.16, -0.44, 0.38], [0.48, -0.20, 0.30], [-0.39, 0.37, -0.29], [0.03, -0.13, -0.25], [0.09, -0.41, 0.21], [-0.25, 0.03, -0.36], [0.41, 0.13, 0.47], [-0.08, 0.39, 0.04], [-0.53, -0.17, -0.10], [0.39, -0.12, -0.23], [-0.15, -0.40, -0.14], [-0.29, -0.17, -0.50], [-0.15, -0.05, 0.26], [-0.24, -0.23, -0.56], [-0.03, -0.23, 0.00], [-0.14, -0.14, 0.38], [0.17, 0.54, 0.60], [0.18, 0.52, 0.13], [0.55, -0.06, -0.20], [0.21, 0.15, 0.46], [0.14, 0.03, 0.31], [0.04, -0.10, -0.05], [-0.09, 0.10, -0.03], [-0.22, 0.04, 0.22], [0.24, -0.28, -0.15], [-0.17, 0.18, -0.16], [-0.24, -0.28, 0.09], [0.09, -0.14, -0.06], [-0.23, -0.20, -0.36], [0.33, 0.34, -0.05], [0.08, -0.05, 0.07], [-0.06, 0.08, 0.02], [-0.54, 0.26, 0.08], [0.16, 0.12, 0.29], [-0.39, -0.09, -0.15], [-0.12, 0.21, -0.23], [0.22, -0.30, -0.33], [0.01, 0.36, 0.05], [-0.18, 0.51, 0.49], [0.18, 0.54, 0.12], [0.15, 0.15, -0.19], [0.18, -0.56, -0.31], [-0.08, -0.07, 0.46], [-0.33, 0.10, -0.08], [-0.14, 0.26, 0.06], [0.17, 0.09, 0.05], [-0.22, 0.04, 0.05], [0.06, -0.20, 0.14], [-0.45, -0.14, 0.58], [0.05, -0.22, 0.00], [-0.28, -0.05, -0.25], [0.00, -0.44, 0.33], [-0.10, -0.18, 0.02], [-0.16, -0.20, 0.40], [-0.09, -0.24, -0.45], [0.09, 0.18, 0.30], [0.23, -0.10, -0.30], [0.32, -0.12, 0.41], [-0.07, 0.09, 0.07], [0.27, 0.10, 0.49], [0.15, 0.08, -0.21], [0.43, -0.62, 0.20], [0.15, -0.17, -0.33], [-0.03, -0.36, -0.66], [-0.06, 0.04, -0.04], [-0.03, 0.14, 0.09], [-0.19, 0.31, 0.07], [0.09, -0.42, -0.29], [0.71, 0.01, -0.73], [-0.22, -0.02, -0.28], [0.02, 0.06, 0.13], [0.20, 0.09, -0.41], [0.28, 0.32, -0.24], [-0.05, -0.16, 0.25], [-0.06, -0.35, -0.24], [0.45, 0.76, -0.16], [-0.24, 0.05, -0.08], [0.00, 0.05, -0.04], [-0.10, 0.43, 0.53], [-0.01, -0.18, -0.03], [-0.16, 0.24, 0.01], [-0.03, -0.26, -0.12], [0.00, -0.07, -0.35], [-0.22, 0.41, 0.08], [-0.19, 0.21, 0.18], [-0.21, 0.00, -0.35], [0.07, -0.27, 0.05]],
  "e_lumo_ev": 0.3753,
  "orbital_gap_ev": 8.37,
  "relative_energy_ev": 0.064,
  "fmax_ev_per_a": 2.208,
  "smiles": "CC1(C)CCCC(C)(C)N1O.CC1(C)CCCC(C)(C)N1O.CC1(C)CCCC(C)(C)N1O.CC1(C)CCCC(C)(C)N1O.CC1(C)CCCC(C)(C)N1O.CC1(C)CCCC(C)(C)N1O.CC1(C)CCCC(C)(C)N1O.CC1(C)CCCC(C)(C)N1O.COC[C@H](C)N.COC[C@H](C)N.COC[C@H](C)N",
  "multiplicity": 1
}